Formula: C27H22N2O8
Source: OMol25
Level of theory: wB97M-V/def2-TZVPD

Geometry as XYZ:
```
59
Properties=species:S:1:pos:R:3:forces:R:3
N 2.97026 -3.13607 -0.78644 0.020 -0.132 -0.053
C 3.59300 -2.03837 -0.77917 0.002 0.087 0.119
C 3.19729 -0.79619 -1.55394 -0.088 0.089 -0.076
C 1.89318 -0.27013 -1.01476 -0.175 -0.102 -0.046
C 1.74732 0.35775 0.14715 0.066 -0.100 0.053
C 0.39558 0.77400 0.60378 -0.024 0.130 0.055
O 0.23893 1.74608 1.31485 0.052 -0.231 0.182
C -0.73625 -0.05663 0.12357 0.020 0.020 -0.045
C -0.63620 -0.66903 -1.05493 0.186 -0.055 0.044
C -1.69345 -1.52268 -1.70082 -0.066 0.168 -0.079
N -3.01236 -1.46823 -1.10538 -0.043 -0.230 0.007
C 0.64531 -0.49587 -1.81485 -0.076 -0.024 -0.112
O 0.67296 -0.53390 -3.02803 0.119 -0.211 0.094
H 2.16945 -3.10197 -1.42311 0.011 -0.015 -0.009
H 4.46187 -1.95133 -0.12750 0.030 -0.004 0.000
H 3.06755 -1.06449 -2.60273 0.005 0.088 -0.057
H 3.96655 -0.02940 -1.48395 0.067 -0.041 0.031
H 2.59419 0.55514 0.79106 0.042 0.250 -0.027
H -1.61941 -0.12729 0.74640 -0.049 0.156 -0.052
H -1.33452 -2.55537 -1.66441 -0.027 -0.048 -0.087
H -1.73894 -1.25522 -2.75845 -0.002 0.061 0.008
H -3.23328 -0.54581 -0.75512 -0.031 0.031 -0.105
H -3.09599 -2.10538 -0.32594 0.053 0.120 0.082
C 5.96619 0.31167 3.67510 0.003 0.011 0.001
C 6.05827 0.83646 4.89330 -0.003 0.004 0.000
C 5.14855 1.92651 5.33413 -0.006 -0.008 -0.026
O 5.23325 2.40350 6.44361 0.001 0.003 0.011
C 4.13180 2.40677 4.36239 0.009 -0.004 0.008
C 4.03979 1.88263 3.14366 0.003 -0.014 -0.007
C 4.95028 0.79388 2.70761 -0.020 0.019 0.009
O 4.86507 0.30978 1.59653 -0.027 -0.012 -0.028
H 6.61423 -0.48280 3.32767 -0.005 -0.001 -0.009
H 6.78810 0.50484 5.62075 -0.003 0.006 0.007
H 3.48063 3.19919 4.70846 0.002 0.000 0.005
H 3.30440 2.21681 2.42150 -0.007 -0.003 0.006
C -5.44319 -1.33723 2.97895 0.000 -0.003 0.010
C -6.14704 -1.37136 4.10658 0.004 -0.001 0.003
C -5.47726 -1.45154 5.43117 0.015 0.001 -0.017
O -6.11740 -1.48459 6.45803 -0.004 0.000 0.003
C -3.99124 -1.49035 5.44755 -0.007 -0.001 -0.003
C -3.28801 -1.45599 4.31959 -0.008 0.004 0.004
C -3.96045 -1.37660 2.99991 -0.023 0.003 0.032
O -3.31857 -1.34442 1.96972 -0.004 -0.004 0.039
H -5.90347 -1.27963 2.00073 0.007 0.000 -0.006
H -7.22902 -1.34357 4.12325 0.000 -0.001 0.009
H -3.52953 -1.54773 6.42492 -0.008 0.000 0.004
H -2.20599 -1.48311 4.30120 0.002 0.004 -0.009
C -2.41879 2.39212 -7.47491 0.005 0.000 0.003
C -2.95630 1.88325 -6.37036 0.002 -0.007 0.005
C -2.11869 1.19557 -5.35349 0.011 0.012 -0.016
O -2.61107 0.73438 -4.34579 -0.003 0.011 0.011
C -0.66008 1.09647 -5.61558 0.005 0.000 0.018
C -0.12466 1.60774 -6.72097 -0.020 0.007 -0.012
C -0.95887 2.29557 -7.73769 -0.016 -0.006 0.014
O -0.47254 2.76288 -8.74476 0.006 0.001 -0.004
H -3.00364 2.89807 -8.23259 0.008 0.002 -0.005
H -4.01544 1.94043 -6.15330 0.001 -0.007 0.007
H -0.07705 0.59010 -4.85720 -0.007 -0.027 0.007
H 0.93470 1.55067 -6.93701 -0.001 0.004 -0.006
```
Forces are in eV/Å.

* charge: 0
* SMILES: [H]/N=C\CC1=CC(=O)C=C(CN)C1=O.O=C1C=CC(=O)C=C1.O=C1C=CC(=O)C=C1.O=C1C=CC(=O)C=C1
* Kohn-Sham gap: 7.383 eV
* calculated total energy: -1753.34609 hartree
* highest occupied orbital energy: -9.1780 eV